Entry 1:
DFT (wB97M-V/def2-TZVPD) results for C27H51N2OP3STi as an isolated structure in a non-equilibrium geometry.

**Maximum force**: 2.5 eV Å⁻¹
**Electronic energy**: -95645.0509 eV
**ΔE to the lowest compared entry with this formula, charge and spin**: 6.33 kcal/mol
**Total charge**: +3
**Spin multiplicity**: 2

Cartesian coordinates (Å):
Ti: 0.312 0.613 -0.744
P: 2.539 1.376 0.248
P: -1.767 2.112 -0.698
P: 1.014 1.880 -2.742
H: -1.108 -1.810 0.168
C: -0.490 -1.639 -0.726
C: 0.911 -1.646 -0.678
H: 1.464 -1.795 0.257
C: 3.059 0.618 1.843
C: 2.662 3.156 0.727
C: 4.114 1.168 -0.676
C: -3.103 1.421 -1.736
C: -2.739 2.432 0.828
C: -1.616 3.846 -1.286
C: 2.363 0.991 -3.620
C: 1.734 3.580 -2.642
C: -0.202 2.160 -4.080
H: -1.069 -1.696 -1.666
H: 1.575 -1.713 -1.553
H: 2.943 -0.471 1.792
H: 2.444 0.996 2.669
H: 4.115 0.859 2.040
H: 2.028 3.348 1.597
H: 2.338 3.805 -0.090
H: 3.701 3.397 0.990
H: 4.128 0.165 -1.126
H: 4.960 1.257 0.025
H: 4.221 1.918 -1.472
H: -3.965 2.102 -1.735
H: -3.408 0.457 -1.311
H: -2.763 1.251 -2.762
H: -3.681 2.939 0.573
H: -2.179 3.063 1.527
H: -2.972 1.490 1.338
H: -2.502 4.415 -0.975
H: -1.519 3.907 -2.374
H: -0.734 4.320 -0.837
H: 2.102 0.947 -4.688
H: 2.490 -0.033 -3.247
H: 3.313 1.532 -3.498
H: 1.800 3.982 -3.667
H: 2.740 3.557 -2.204
H: 1.095 4.246 -2.049
H: 0.300 2.004 -5.041
H: -0.577 3.185 -4.036
H: -1.047 1.466 -4.022
C: -0.323 -2.145 -5.286
C: -1.359 -2.009 -6.235
C: -1.383 -2.799 -7.385
C: -0.402 -3.770 -7.601
C: 0.624 -3.921 -6.657
C: 0.662 -3.125 -5.505
S: -0.362 -1.031 -3.897
H: 0.725 -1.377 -3.072
H: -2.143 -1.273 -6.051
H: -2.186 -2.669 -8.105
H: -0.448 -4.416 -8.484
H: 1.394 -4.680 -6.814
H: 1.456 -3.260 -4.773
C: -3.044 -3.636 6.654
C: -1.909 -3.752 5.659
N: -1.323 -2.454 5.299
C: -0.610 -1.766 6.384
C: 0.867 -1.509 6.129
C: -1.202 -2.146 3.967
O: -1.518 -2.982 3.104
C: -0.765 -0.763 3.527
C: -1.061 0.418 4.217
C: -0.654 1.611 3.633
C: -0.169 1.607 2.317
N: -0.063 0.479 1.574
C: -0.199 -0.690 2.252
H: -2.691 -3.248 7.615
H: -3.471 -4.631 6.813
H: -3.836 -2.982 6.268
H: -1.108 -4.366 6.091
H: -2.254 -4.210 4.733
H: -1.121 -0.815 6.599
H: -0.723 -2.415 7.255
H: 1.027 -0.762 5.344
H: 1.309 -1.134 7.061
H: 1.375 -2.446 5.856
H: -1.603 0.398 5.161
H: -0.748 2.554 4.158
H: 0.096 2.551 1.823
H: 0.113 -1.594 1.728

***

Entry 2:
DFT (wB97M-V/def2-TZVPD) results for C27H51NO2PrSi2 as an isolated structure in a non-equilibrium geometry.

**Maximum force**: 2.5 eV Å⁻¹
**Electronic energy**: -64227.8385 eV
**ΔE to the lowest compared entry with this formula, charge and spin**: 50.55 kcal/mol
**Total charge**: +1
**Spin multiplicity**: 3

Cartesian coordinates (Å):
O: 0.775 -3.350 -2.074
O: -0.791 -4.591 -0.881
C: 0.183 -2.185 -2.753
C: 1.156 -1.063 -2.972
H: -0.674 -1.862 -2.150
H: -0.201 -2.582 -3.698
H: 1.513 -0.621 -2.035
H: 0.646 -0.271 -3.526
H: 2.008 -1.384 -3.578
C: 2.083 -3.234 -1.355
C: 2.599 -4.632 -1.189
H: 1.887 -2.733 -0.397
H: 2.732 -2.619 -1.986
H: 1.909 -5.261 -0.614
H: 3.561 -4.614 -0.668
H: 2.767 -5.090 -2.171
C: -1.230 -4.104 0.414
C: -1.906 -4.904 -1.758
C: -0.062 -3.739 1.293
H: -1.814 -4.922 0.856
H: -1.908 -3.247 0.269
H: 0.771 -4.444 1.198
H: -0.398 -3.758 2.335
H: 0.291 -2.719 1.101
C: -1.416 -5.724 -2.918
H: -2.361 -3.961 -2.094
H: -2.643 -5.453 -1.159
H: -0.641 -5.204 -3.489
H: -2.254 -5.922 -3.587
H: -1.030 -6.688 -2.576
H: 0.072 -3.944 -1.503
Pr: -0.280 2.018 1.126
C: -1.569 0.248 0.673
Si: -3.311 0.676 0.233
H: -1.532 -0.373 1.599
H: -1.096 -0.388 -0.104
C: -3.468 1.029 -1.606
C: -3.907 2.201 1.177
C: -4.494 -0.715 0.646
C: -0.923 3.602 -0.754
Si: -0.456 5.202 0.070
H: -1.960 3.600 -1.121
H: -0.282 3.377 -1.628
C: -1.955 6.307 0.318
C: 0.814 6.186 -0.904
C: 0.311 4.862 1.787
H: -5.504 -0.317 0.808
H: -4.187 -1.235 1.562
H: -4.549 -1.452 -0.165
H: -2.782 1.814 -1.944
H: -4.495 1.344 -1.835
H: -3.258 0.119 -2.183
H: -3.558 3.155 0.755
H: -3.636 2.161 2.243
H: -5.007 2.193 1.115
H: 0.454 6.380 -1.924
H: 1.775 5.658 -0.975
H: 0.999 7.159 -0.425
H: 1.294 4.356 1.747
H: -0.360 4.320 2.487
H: 0.486 5.845 2.248
H: -1.645 7.346 0.502
H: -2.564 5.982 1.173
H: -2.590 6.302 -0.578
C: 3.935 2.940 -0.741
C: 4.834 2.470 0.220
C: 4.363 1.666 1.256
C: 2.999 1.357 1.342
N: 2.121 1.875 0.425
C: 2.584 2.618 -0.615
C: 2.450 0.457 2.394
C: 3.303 -0.434 3.113
C: 2.766 -1.330 4.041
C: 1.391 -1.351 4.275
C: 0.544 -0.438 3.595
C: 1.091 0.438 2.684
H: 4.253 3.562 -1.577
H: 5.890 2.729 0.170
H: 5.026 1.290 2.035
H: 1.838 2.949 -1.344
H: 4.371 -0.417 2.908
H: 3.428 -2.012 4.577
H: 0.957 -2.061 4.983
H: -0.530 -0.449 3.802

***

Entry 3:
DFT (wB97M-V/def2-TZVPD) results for C27H51NO2Si2Yb as an isolated structure in a non-equilibrium geometry.

**Maximum force**: 3.2 eV Å⁻¹
**Electronic energy**: -81687.4946 eV
**Total charge**: +1
**Spin multiplicity**: 2

Cartesian coordinates (Å):
O: 1.540 0.712 -1.953
O: -2.347 1.978 -1.313
C: 1.700 2.185 -1.431
C: 3.111 2.487 -1.807
H: 1.546 2.112 -0.320
H: 0.922 2.740 -1.965
H: 3.793 1.904 -1.210
H: 3.394 3.509 -1.665
H: 3.340 2.257 -2.842
C: 0.814 0.343 -3.108
C: 0.359 1.521 -3.955
H: -0.076 -0.249 -2.825
H: 1.448 -0.287 -3.782
H: -0.384 2.123 -3.424
H: -0.234 1.151 -4.810
H: 1.208 2.159 -4.259
C: -3.225 1.013 -1.860
C: -2.839 3.409 -1.162
C: -3.378 1.109 -3.342
H: -4.191 1.146 -1.394
H: -2.883 -0.004 -1.618
H: -3.797 2.027 -3.700
H: -4.019 0.400 -3.830
H: -2.406 1.056 -3.791
C: -3.536 4.043 -2.340
H: -2.026 4.097 -0.841
H: -3.516 3.398 -0.306
H: -2.891 4.015 -3.213
H: -3.760 5.089 -2.132
H: -4.493 3.573 -2.538
H: -2.130 1.777 0.453
Yb: 1.097 -0.536 -0.121
C: -1.448 2.390 0.998
Si: -1.395 1.765 2.854
H: -0.416 2.612 0.523
H: -1.874 3.444 1.038
C: -1.399 3.528 3.503
C: -0.047 0.744 3.712
C: -3.100 0.915 2.901
C: 3.057 -1.434 -1.258
Si: 1.997 -2.778 -1.996
H: 3.656 -1.776 -0.404
H: 3.688 -0.828 -1.913
C: 2.175 -2.793 -3.879
C: 0.134 -2.674 -1.560
C: 2.557 -4.379 -1.174
H: -3.521 0.942 1.882
H: -3.762 1.500 3.553
H: -3.061 -0.125 3.257
H: -0.363 3.886 3.510
H: -1.851 3.644 4.488
H: -1.984 4.105 2.775
H: 0.721 0.309 3.080
H: -0.452 -0.109 4.248
H: 0.484 1.275 4.502
H: -0.471 -2.443 -2.447
H: -0.330 -2.082 -0.743
H: -0.110 -3.701 -1.251
H: 2.287 -5.221 -1.827
H: 2.077 -4.490 -0.183
H: 3.650 -4.347 -1.058
H: 1.984 -3.826 -4.219
H: 3.205 -2.485 -4.130
H: 1.448 -2.117 -4.367
C: -2.424 -2.957 2.585
C: -1.697 -3.291 3.719
C: -0.337 -3.045 3.691
C: 0.270 -2.440 2.584
N: -0.451 -2.031 1.501
C: -1.766 -2.358 1.506
C: 1.725 -2.118 2.675
C: 2.586 -2.743 3.640
C: 3.901 -2.298 3.784
C: 4.379 -1.240 3.017
C: 3.553 -0.650 2.017
C: 2.274 -1.126 1.880
H: -3.499 -3.099 2.486
H: -2.195 -3.744 4.557
H: 0.262 -3.323 4.531
H: -2.299 -2.147 0.573
H: 2.185 -3.611 4.164
H: 4.480 -2.703 4.606
H: 5.389 -0.875 3.143
H: 3.986 0.094 1.329